1.
{
  "formula": "C2H3BrO2",
  "method": "ωB97M-V/def2-TZVPD",
  "species": ["C", "C", "O", "O", "Br", "H", "H", "H"],
  "coordinates": [[0.40042, -0.14892, 0.39172], [-0.59482, 0.66140, -0.32633], [1.13588, -0.91498, -0.32148], [2.07220, -1.72176, 0.11976], [-2.41549, -0.04007, 0.03763], [0.47139, -0.12793, 1.47876], [-0.45163, 0.59963, -1.40363], [-0.61795, 1.69264, 0.02356]],
  "e_above_lowest_kj_mol": 493.8,
  "total_energy_ha": -2802.3254,
  "spin_multiplicity": 1,
  "homo_energy_ha": [-0.3509, -0.3509]
}

2.
{
  "formula": "C23H27N3O3",
  "method": "ωB97M-V/def2-TZVPD",
  "species": ["C", "C", "C", "O", "C", "C", "C", "C", "C", "C", "N", "C", "C", "O", "N", "C", "C", "N", "C", "C", "C", "C", "C", "C", "C", "C", "C", "C", "O", "H", "H", "H", "H", "H", "H", "H", "H", "H", "H", "H", "H", "H", "H", "H", "H", "H", "H", "H", "H", "H", "H", "H", "H", "H", "H", "H"],
  "coordinates": [[3.35734, 1.76770, 3.06134], [2.46325, 2.76116, 2.32905], [1.43669, 2.09669, 1.38594], [0.49148, 1.33038, 2.10300], [0.73671, -0.00122, 2.24754], [-0.03262, -0.68663, 3.17768], [0.12523, -2.04967, 3.34601], [1.04838, -2.73307, 2.57562], [1.81417, -2.05975, 1.63908], [1.67441, -0.68832, 1.46792], [2.40409, 0.02880, 0.50259], [3.28688, -0.66264, -0.42342], [2.45077, -1.39307, -1.48261], [2.39514, -2.60090, -1.56628], [1.79456, -0.53149, -2.28156], [0.64639, -0.94553, -3.05311], [-0.59096, -1.03246, -2.14662], [-0.70713, 0.14613, -1.30167], [-1.04689, 1.37102, -2.00468], [-2.43147, 1.33627, -2.66378], [-3.46448, 0.71167, -1.76311], [-4.81092, 0.78601, -2.10106], [-5.77610, 0.20260, -1.30329], [-5.40191, -0.47072, -0.15172], [-4.06568, -0.55396, 0.18945], [-3.09042, 0.03135, -0.60773], [-1.63850, -0.04287, -0.20413], [2.17700, 1.34679, 0.29384], [2.60292, 1.93504, -0.68696], [4.02116, 2.30293, 3.73619], [2.76378, 1.07163, 3.65055], [3.96986, 1.20095, 2.36339], [3.07123, 3.43993, 1.72875], [1.90356, 3.35096, 3.05752], [0.86083, 2.89510, 0.89991], [-0.75356, -0.12671, 3.75175], [-0.47618, -2.57342, 4.07265], [1.17161, -3.79850, 2.69022], [2.49483, -2.62293, 1.02392], [3.91946, -1.36573, 0.11943], [3.90831, 0.09759, -0.90369], [1.85489, 0.45313, -2.05792], [0.50000, -0.23760, -3.87014], [0.85248, -1.93435, -3.46818], [-0.45136, -1.88714, -1.47895], [-1.48424, -1.22596, -2.75982], [-1.01816, 2.17452, -1.26255], [-0.28020, 1.58544, -2.75213], [-2.38598, 0.76428, -3.59658], [-2.73556, 2.35188, -2.92710], [-5.09853, 1.31184, -3.00098], [-6.81835, 0.27170, -1.57793], [-6.15065, -0.93099, 0.47590], [-3.76492, -1.07887, 1.08538], [-1.44188, 0.74525, 0.53408], [-1.42731, -1.00011, 0.28077]],
  "e_above_lowest_kj_mol": 134.8,
  "total_energy_ha": -1282.6800,
  "spin_multiplicity": 1,
  "homo_energy_ha": -0.3052,
  "smiles": "CC[C@@H]1Oc2ccccc2N(CC(=O)NCCN2CCc3ccccc3C2)C1=O"
}

3.
{
  "formula": "CdCl3F",
  "method": "ωB97M-V/def2-TZVPD",
  "species": ["Cd", "Cl", "Cl", "Cl", "F"],
  "coordinates": [[-0.50342, 0.91260, -0.18487], [-0.27627, -0.74041, -1.72091], [0.21177, -2.23299, 0.69858], [1.54532, 1.78017, -0.91100], [-0.97740, 0.28063, 2.11819]],
  "total_energy_ha": -1648.2329,
  "spin_multiplicity": 1,
  "homo_energy_ha": 0.0186,
  "charge": -2
}

4.
{
  "formula": "C6H6O2",
  "method": "ωB97M-V/def2-TZVPD",
  "species": ["C", "C", "C", "C", "C", "C", "O", "O", "H", "H", "H", "H", "H", "H"],
  "coordinates": [[-1.32545, -1.38549, -0.08711], [1.18431, -0.60258, -0.00059], [1.43876, 0.81975, 0.19641], [-0.17348, -0.41307, -0.08130], [-0.11946, 1.00144, 0.04079], [-0.91555, 2.06207, -0.00679], [1.94144, -1.64081, -0.19710], [2.37642, 1.53717, 0.45443], [2.85949, -1.40351, 0.02546], [-1.26045, -2.02104, -0.97680], [-1.22329, -2.08820, 0.74663], [-2.29379, -0.88549, -0.04446], [-1.95942, 1.96799, -0.28728], [-0.52952, 3.05177, 0.21771]],
  "e_above_lowest_kj_mol": 126.7,
  "total_energy_ha": -382.6375,
  "spin_multiplicity": 1,
  "homo_energy_ha": -0.3095
}

5.
{
  "formula": "C6H10O",
  "method": "ωB97M-V/def2-TZVPD",
  "species": ["C", "C", "C", "C", "O", "C", "C", "H", "H", "H", "H", "H", "H", "H", "H", "H", "H"],
  "coordinates": [[-0.84987, -1.30025, 1.69350], [-0.70032, 0.07908, 0.96194], [0.52212, 0.49775, 0.41454], [1.45759, -0.01830, -0.65411], [1.12722, 0.91154, -1.75929], [-0.18648, 1.09211, -1.84824], [-0.73415, 0.30165, -0.44119], [-0.13892, -2.06233, 1.25933], [-1.86754, -2.12448, 1.83063], [-0.54258, -0.98934, 2.68036], [-0.83710, 0.77955, 1.69620], [0.73674, 1.59424, 0.45030], [2.34088, 0.32186, -0.15717], [1.61446, -1.14432, -0.82038], [-0.28395, 2.25571, -1.82539], [-0.86042, 0.51115, -2.62990], [-0.79768, -0.70561, -0.85111]],
  "e_above_lowest_kj_mol": 615.2,
  "total_energy_ha": -309.6080,
  "spin_multiplicity": 1,
  "homo_energy_ha": -0.3136,
  "smiles": "CC1[C@H]2COC[C@H]12"
}

6.
{
  "formula": "C3H4N2O3",
  "method": "ωB97M-V/def2-TZVPD",
  "species": ["C", "C", "C", "N", "N", "O", "O", "O", "H", "H", "H", "H"],
  "coordinates": [[-0.37189, -1.18789, 0.66626], [1.71345, 0.28099, 0.21628], [0.45972, -0.50149, -0.21056], [-1.06332, -1.81012, 1.37350], [-1.79964, 0.70517, 0.14544], [-2.33456, 1.18199, 1.10565], [-2.11579, 0.64188, -1.01395], [0.23845, -0.33821, -1.50027], [1.25824, 1.15937, 0.52408], [2.40671, 0.41516, -0.63275], [2.33914, -0.13936, 1.11641], [-0.73051, -0.40749, -1.79010]],
  "e_above_lowest_kj_mol": 612.3,
  "total_energy_ha": -451.7465,
  "spin_multiplicity": 1,
  "homo_energy_ha": [-0.3676, -0.3032]
}

Listing max |F| for the structures above in their given order: 0.044, 0.017, 0.072, 0.044, 0.111, 0.065 hartree/bohr.